ORCA calculation (ωB97M-V/def2-TZVPD) on C15H17CdN3O6S5 as an isolated structure.

**Energy relative to the best compared isomer or geometry (same formula, charge and spin)**: 0.223 eV
**F_max**: 0.7 eV Å⁻¹
**Net charge**: -2
**Orbital gap**: 5.82 eV
**Molar mass**: 608.06 g mol⁻¹

Last column: Löwdin charge in e.
CARTESIAN COORDINATES (ANGSTROEM)
Cd -0.13 -0.88 0.27  1.118
C -1.89 -0.88 4.56  -0.067
O -2.74 -0.36 3.53  -0.050
C -2.67 -1.00 2.34  -0.624
O -1.99 -1.99 2.14  0.010
N -3.54 -0.40 1.47  -0.026
N -3.54 -0.92 0.15  0.042
H -2.21 -0.39 5.48  0.080
H -0.85 -0.64 4.34  0.050
H -1.99 -1.96 4.63  0.085
H -3.45 0.60 1.53  0.122
H -2.66 -0.70 -0.31  0.006
H -4.25 -0.42 -0.35  0.073
O -0.95 2.76 -0.74  -0.022
C -0.71 2.11 0.28  -0.650
O -1.32 1.05 0.66  -0.199
C 0.36 2.66 1.22  -0.157
C 0.51 4.05 1.21  -0.062
C 1.39 4.70 2.04  -0.134
C 2.18 3.95 2.91  -0.136
C 2.07 2.57 2.92  -0.168
C 1.15 1.89 2.09  -0.648
S 1.14 0.15 2.28  0.457
H -0.10 4.60 0.50  0.101
H 1.47 5.79 2.02  0.077
H 2.88 4.44 3.58  0.083
H 2.69 1.98 3.58  0.074
O 4.39 -5.90 -0.43  -0.142
C 3.56 -5.02 -0.57  -1.091
S 1.83 -5.25 -0.42  0.888
C 1.32 -3.59 -0.76  -1.246
C 2.31 -2.70 -1.00  -1.241
S 2.13 -1.01 -1.28  0.359
S 3.96 -3.34 -0.93  0.892
S -0.38 -3.26 -0.73  0.363
C 1.05 0.48 -4.54  -0.090
N -0.15 -0.07 -3.96  -0.198
C -0.62 -1.33 -4.51  -0.056
C -0.57 0.31 -2.74  -0.386
O -1.46 -0.24 -2.11  -0.085
H 0.89 0.70 -5.60  0.076
H 1.88 -0.22 -4.43  0.070
H 1.32 1.39 -4.02  0.086
H -0.94 -1.18 -5.54  0.077
H -1.44 -1.68 -3.90  0.079
H 0.18 -2.08 -4.48  0.093
H -0.10 1.24 -2.39  0.117


ORCA calculation (ωB97M-V/def2-TZVPD) on a 2-piece molecular cluster, C2H8S3 overall.

**Energy relative to the best compared isomer or geometry (same formula, charge and spin)**: 0.391 eV
**F_max**: 0.5 eV Å⁻¹
**Net charge**: 0
**SMILES string**: CCS.SS
**Orbital gap**: 8.69 eV
**Molar mass**: 128.29 g mol⁻¹

Last column: Löwdin charge in e.
CARTESIAN COORDINATES (ANGSTROEM)
S 1.78 2.24 1.21  0.222
S 1.05 1.13 2.86  0.230
H 1.91 1.10 0.50  -0.290
H 0.86 -0.02 2.20  -0.229
C -1.39 0.25 -0.45  -0.175
C -0.57 -0.99 -0.82  -0.613
S 1.07 -0.48 -1.41  0.702
H -1.61 0.84 -1.35  0.074
H -0.84 0.87 0.26  0.030
H -2.33 -0.07 -0.02  0.073
H -0.52 -1.67 0.02  0.063
H -1.06 -1.53 -1.62  0.057
H 1.67 -1.67 -1.35  -0.145


ORCA calculation (ωB97M-V/def2-TZVPD) on C26H23Cl2HfN8OS as an isolated structure in a non-equilibrium geometry.

**Energy relative to the best compared isomer or geometry (same formula, charge and spin)**: 0.115 eV
**F_max**: 3.2 eV Å⁻¹
**Net charge**: +1
**Orbital gap**: 6.09 eV
**Molar mass**: 744.99 g mol⁻¹

Last column: Löwdin charge in e.
CARTESIAN COORDINATES (ANGSTROEM)
Hf -14.25 -7.00 4.44  1.207
N -14.65 -4.83 8.50  0.118
C -14.33 -5.34 7.32  -0.815
S -14.84 -6.97 6.95  0.596
N -13.64 -4.56 6.51  -0.015
N -13.44 -5.01 5.31  -0.180
C -12.68 -4.36 4.51  -0.088
C -12.45 -4.90 3.21  -0.283
C -11.38 -4.45 2.50  -0.002
C -11.28 -4.85 1.21  -0.019
C -12.06 -5.89 0.72  -0.008
C -13.05 -6.35 1.57  -0.126
N -13.30 -5.88 2.77  -0.030
H -15.22 -5.37 9.11  0.093
H -14.28 -3.95 8.84  0.124
H -12.32 -3.39 4.89  0.150
H -10.65 -3.69 2.87  0.155
H -10.51 -4.49 0.60  0.110
H -11.89 -6.31 -0.26  0.126
H -13.62 -7.23 1.18  0.129
C -16.27 -9.64 -1.39  -0.043
C -17.01 -8.34 -1.08  -0.243
C -18.41 -8.29 -1.26  -0.031
C -19.12 -7.13 -1.03  -0.022
C -18.45 -6.06 -0.47  -0.252
N -19.27 -4.89 -0.31  0.151
C -19.15 -3.91 0.65  -0.528
O -19.64 -2.80 0.61  0.090
N -18.28 -4.20 1.72  0.119
C -18.06 -5.40 2.46  -0.203
C -18.96 -6.47 2.61  0.057
C -18.55 -7.55 3.44  0.002
C -17.31 -7.49 4.05  -0.117
N -16.43 -6.45 3.85  -0.072
C -16.84 -5.43 3.15  -0.091
C -17.10 -6.05 -0.21  -0.040
C -16.39 -7.20 -0.50  -0.024
H -15.28 -9.48 -1.76  0.067
H -16.98 -10.25 -2.05  0.101
H -16.13 -10.21 -0.45  0.072
H -18.90 -9.21 -1.64  0.124
H -20.12 -7.11 -1.33  0.107
H -20.04 -4.76 -0.95  0.155
H -18.20 -3.33 2.22  0.142
H -19.91 -6.44 2.15  0.114
H -19.25 -8.37 3.66  0.132
H -16.96 -8.28 4.69  0.097
H -16.19 -4.61 2.90  0.125
H -16.57 -5.18 0.10  0.112
H -15.34 -7.23 -0.27  0.083
Cl -11.59 -7.83 4.98  0.706
C -11.77 -9.44 4.23  -0.517
C -10.62 -10.22 4.02  -0.096
C -10.85 -11.38 3.30  -0.102
C -12.10 -11.77 2.82  -0.124
C -13.20 -10.98 3.06  -0.597
Cl -14.78 -11.61 2.59  0.647
C -13.08 -9.79 3.82  -0.450
N -14.06 -8.85 4.07  -0.234
H -9.63 -9.99 4.37  0.108
H -9.97 -12.04 3.10  0.123
H -12.19 -12.67 2.23  0.110


ORCA calculation (ωB97M-V/def2-TZVPD) on C52H49Cl3N9O3PS2Zr as an isolated structure in a non-equilibrium geometry.

**Energy relative to the best compared isomer or geometry (same formula, charge and spin)**: 0.124 eV
**F_max**: 2.0 eV Å⁻¹
**Net charge**: 0
**Orbital gap**: 7.11 eV
**Molar mass**: 1140.71 g mol⁻¹

Last column: Löwdin charge in e.
CARTESIAN COORDINATES (ANGSTROEM)
Zr 0.55 -1.67 -0.49  1.581
N 1.34 -2.13 4.17  0.062
C 1.38 -2.18 2.81  -0.892
S 1.41 -0.66 1.98  0.612
N 1.44 -3.39 2.32  -0.029
N 1.31 -3.48 0.94  -0.092
C 1.90 -4.51 0.46  -0.073
C 1.86 -4.83 -0.97  -0.258
C 2.61 -5.89 -1.46  -0.010
C 2.52 -6.20 -2.81  -0.046
C 1.66 -5.46 -3.60  -0.034
C 0.95 -4.42 -3.02  -0.103
N 1.06 -4.09 -1.74  0.096
H 1.67 -1.27 4.60  0.067
H 1.57 -2.99 4.65  0.092
H 2.45 -5.16 1.13  0.129
H 3.24 -6.46 -0.79  0.116
H 3.10 -7.01 -3.23  0.112
H 1.54 -5.67 -4.65  0.109
H 0.27 -3.82 -3.61  0.110
O 2.55 -1.69 -0.73  -0.332
C 3.41 -1.94 -1.69  -0.366
C 4.69 -2.41 -1.39  -0.012
C 5.63 -2.60 -2.38  -0.074
C 5.32 -2.33 -3.72  -0.092
C 4.05 -1.90 -4.04  -0.046
C 3.07 -1.72 -3.05  -0.159
C 1.71 -1.45 -3.47  -0.081
N 0.70 -1.46 -2.69  -0.133
N -0.55 -1.51 -3.33  0.091
C -1.43 -2.07 -2.55  -0.470
O -1.20 -2.45 -1.33  -0.243
C -2.77 -2.37 -3.11  -0.144
C -3.71 -2.97 -2.28  -0.020
C -4.96 -3.31 -2.77  -0.079
C -5.27 -3.06 -4.10  -0.090
C -4.33 -2.46 -4.93  -0.082
C -3.09 -2.12 -4.44  -0.030
H 4.92 -2.59 -0.34  0.122
H 6.61 -2.95 -2.12  0.104
H 6.06 -2.47 -4.49  0.099
H 3.78 -1.71 -5.07  0.114
H 1.51 -1.37 -4.54  0.139
H -3.45 -3.16 -1.24  0.111
H -5.69 -3.78 -2.12  0.101
H -6.24 -3.34 -4.49  0.100
H -4.58 -2.26 -5.97  0.101
H -2.35 -1.64 -5.07  0.106
Cl -0.43 1.47 8.63  0.677
C -1.37 1.32 7.18  -0.661
C -1.10 0.30 6.29  -0.092
C -1.83 0.22 5.11  -0.012
C -2.84 1.14 4.81  -0.181
C -3.59 1.10 3.49  -0.274
C -4.02 -0.30 3.03  -0.045
N -2.96 -1.13 2.49  -0.055
C -2.61 -2.38 2.96  -0.062
C -1.58 -2.80 2.19  -0.128
N -1.30 -1.85 1.24  -0.036
C -2.17 -0.88 1.43  -0.152
O -2.95 1.78 2.41  -0.109
C -1.55 2.05 2.47  -0.157
C -1.17 3.21 3.33  -0.319
C -1.75 4.45 3.32  -0.982
Cl -3.06 4.97 2.35  0.674
S -1.01 5.54 4.41  0.994
C 0.13 4.35 4.89  -0.401
C -0.07 3.18 4.25  -0.153
C -3.09 2.14 5.75  -0.567
Cl -4.34 3.32 5.49  0.747
C -2.36 2.24 6.92  -0.127
H -0.32 -0.42 6.50  0.103
H -1.59 -0.56 4.41  0.104
H -4.53 1.64 3.65  0.112
H -4.81 -0.20 2.28  0.137
H -4.44 -0.83 3.89  0.136
H -3.10 -2.83 3.81  0.122
H -1.02 -3.72 2.26  0.096
H -2.24 0.01 0.84  0.112
H -1.28 2.25 1.44  0.105
H -0.98 1.17 2.78  0.096
H 0.88 4.59 5.63  0.068
H 0.52 2.29 4.41  0.116
H -2.57 3.04 7.62  0.109
N -4.35 7.14 -2.44  0.150
C -3.79 6.17 -2.21  -0.184
C -3.07 4.95 -1.91  -0.234
C -1.78 5.01 -1.41  -0.023
C -1.10 3.84 -1.12  -0.030
C -1.71 2.60 -1.33  -0.249
C -3.01 2.55 -1.84  -0.006
C -3.69 3.72 -2.12  -0.019
C -1.00 1.39 -1.02  -0.140
C -0.38 0.38 -0.72  -0.150
H -1.31 5.97 -1.24  0.123
H -0.09 3.87 -0.74  0.106
H -3.48 1.59 -2.00  0.120
H -4.70 3.69 -2.51  0.120
C 5.52 2.49 -1.68  -0.154
C 4.59 1.29 -1.50  -0.428
P 2.77 1.60 -1.25  1.002
C 2.46 2.64 -2.79  -0.396
C 1.20 2.29 -3.58  -0.149
C 2.89 2.90 0.09  -0.391
C 1.78 2.84 1.16  -0.181
H 6.54 2.15 -1.87  0.067
H 5.54 3.12 -0.80  0.057
H 5.23 3.11 -2.53  0.058
H 4.91 0.70 -0.63  0.074
H 4.67 0.62 -2.37  0.059
H 3.33 2.49 -3.43  0.058
H 2.44 3.70 -2.52  0.067
H 1.00 1.21 -3.58  0.038
H 1.30 2.61 -4.62  0.067
H 0.31 2.77 -3.17  0.043
H 2.94 3.88 -0.37  0.066
H 3.86 2.73 0.57  0.061
H 1.26 3.80 1.25  0.063
H 2.19 2.61 2.14  0.057
H 1.04 2.08 0.93  0.002


ORCA calculation (ωB97M-V/def2-TZVPD) on one molecule with the formula C7H9NO2 in a non-equilibrium geometry.

**Energy relative to the best compared isomer or geometry (same formula, charge and spin)**: 2.076 eV
**F_max**: 3.8 eV Å⁻¹
**Net charge**: 0
**SMILES string**: CCn1cccc(O)c1=O
**Orbital gap**: 8.93 eV
**Molar mass**: 139.15 g mol⁻¹

Last column: Löwdin charge in e.
CARTESIAN COORDINATES (ANGSTROEM)
C 3.11 -0.43 -0.43  -0.094
C 2.07 0.09 0.56  -0.205
C 0.34 1.75 -0.03  -0.086
C -0.99 1.97 0.12  -0.097
C -1.99 0.95 -0.16  -0.023
C -1.61 -0.34 -0.11  -0.260
C -0.16 -0.68 -0.06  -0.378
H 2.80 0.18 -1.29  0.075
H 3.08 -1.53 -0.80  0.106
H 4.16 -0.40 -0.06  0.075
H 1.75 -0.52 1.46  0.129
H 2.32 1.13 1.12  0.150
H 1.12 2.51 -0.12  0.116
H -1.27 3.15 0.19  0.149
H -3.01 1.33 -0.47  0.138
H -1.75 -2.13 0.21  0.134
N 0.74 0.36 -0.13  -0.028
O -2.44 -1.40 0.01  0.050
O 0.07 -1.87 0.15  0.046


ORCA calculation (ωB97M-V/def2-TZVPD) on a 2-piece molecular cluster, C4H10O3 overall in a non-equilibrium geometry.

**Energy relative to the best compared isomer or geometry (same formula, charge and spin)**: 1.457 eV
**F_max**: 1.4 eV Å⁻¹
**Net charge**: 0
**SMILES string**: O=CCCCO.O
**Orbital gap**: 10.67 eV
**Molar mass**: 106.12 g mol⁻¹

Last column: Löwdin charge in e.
CARTESIAN COORDINATES (ANGSTROEM)
C -0.41 -1.01 -0.44  -0.264
O -1.53 -0.60 -1.23  -0.068
C 0.88 -0.79 -1.19  -0.196
C 1.23 0.69 -1.33  -0.160
C 2.51 0.89 -2.10  -0.262
O 2.89 0.10 -2.92  0.060
H -0.60 -2.04 -0.16  0.114
H -0.42 -0.47 0.50  0.113
H -1.80 0.29 -1.00  0.077
H 0.73 -1.18 -2.18  0.106
H 1.71 -1.40 -0.82  0.122
H 0.40 1.26 -1.76  0.122
H 1.36 1.05 -0.30  0.116
H 3.09 1.81 -1.87  0.119
H -3.23 0.35 6.36  0.030
H -3.80 0.67 5.00  0.028
O -3.00 0.38 5.43  -0.058